C29H35MgN7P2 | ωB97M-V/def2-TZVPD

Frontier orbital gap: 6.6 eV

Geometry as ORCA input:
```
! RIJCOSX wB97M-V def2-TZVPD def2/J DEFGRID3
* xyz 0 1
Mg -0.36391 2.05656 1.83994
C -0.09586 -4.83807 0.85539
C 0.85234 -4.34441 0.05888
C 0.78509 -4.41939 -1.43460
C -0.60642 -4.11018 -2.04732
C -1.44035 -3.00928 -1.43517
C -2.34184 -3.29356 -0.49878
C -2.56066 -4.72158 -0.04206
C -1.30504 -5.55101 0.30777
C -1.53848 3.89655 1.64878
H 0.04047 -4.90340 1.94964
H 1.79673 -3.96801 0.46079
H 1.05492 -5.43807 -1.80149
H 1.55110 -3.72990 -1.82169
H -0.45264 -3.89932 -3.11353
H -1.19083 -5.04360 -2.04513
H -1.39358 -2.03704 -1.94496
H -3.05143 -2.56404 -0.09414
H -3.07292 -5.33360 -0.80765
H -3.23488 -4.69927 0.82374
H -1.59902 -6.30515 1.05122
H -1.00056 -6.13747 -0.57383
H -1.37168 4.51973 2.54723
H -2.61974 3.72216 1.56584
H -1.08396 4.39301 0.76480
P -0.87186 1.70744 -0.74613
P 1.84321 1.00103 0.60397
N -2.53454 1.18410 -0.77718
N -0.90414 2.81470 -2.15473
N 1.25718 -0.34442 1.64213
N 3.60209 0.88761 0.94849
C -0.00125 0.25450 -1.37501
C 1.50312 0.20500 -1.01962
C -3.32037 1.16349 0.38617
C -4.59829 0.76291 0.03441
C -4.60550 0.51731 -1.37835
C -3.32230 0.76682 -1.85566
C -1.62497 4.02271 -2.14316
C -1.41665 4.68626 -3.34317
C -0.54937 3.87037 -4.13714
C -0.27576 2.72487 -3.39864
C 0.54752 -0.20439 2.85026
C 0.44093 -1.47449 3.42786
C 1.09200 -2.40423 2.57150
C 1.55507 -1.68812 1.47264
C 4.54485 -0.13756 0.83556
C 5.81771 0.40171 1.04032
C 5.65173 1.80454 1.28062
C 4.29483 2.07255 1.27339
H -0.13241 0.22595 -2.46162
H -0.50076 -0.63261 -0.95259
H 1.83432 -0.84119 -1.03681
H 2.11637 0.75433 -1.75638
H -2.89648 1.47029 1.33902
H -5.42964 0.65522 0.70990
H -5.46296 0.20269 -1.94949
H -2.90626 0.68968 -2.84694
H -2.21993 4.29063 -1.27960
H -1.83602 5.65247 -3.61483
H -0.16494 4.12097 -5.12210
H 0.30462 1.84969 -3.66314
H 0.37055 0.78082 3.29463
H -0.04786 -1.72333 4.35129
H 1.20697 -3.46290 2.74279
H 2.04445 -2.03818 0.57631
H 4.24125 -1.15046 0.64864
H 6.75515 -0.11035 1.02516
H 6.43900 2.52412 1.41800
H 3.72674 2.96722 1.49574
N 0.97606 3.60592 2.69813
C 1.49215 4.68244 2.69931
N 2.15712 5.76650 2.55927
C 2.04752 6.91023 3.18495
N 2.00287 7.97345 3.68815
*
```

Mulliken population analysis, charges in e, atoms 1 to 5: Mg 1.1929; C -0.3066; C -0.4483; C -1.1840; C -1.0906